The following is a quantum chemistry calculation of a cluster of 3 separate species, C4H12NS in total in a non-equilibrium geometry, from the Open Molecules 2025 dataset.

Structure (XYZ):
```
18
Properties=species:S:1:pos:R:3:forces:R:3
C 2.596054 -0.263860 1.082397 -0.2 -0.3 0.1
C 2.181006 0.632129 -0.041673 0.6 -0.1 -0.7
C 2.942816 1.450728 -0.775003 -0.9 -0.4 0.5
C -0.981576 0.318434 0.027156 -2.9 -3.8 1.3
S -0.673196 -1.244695 0.744261 0.5 1.7 0.9
N -4.293398 -0.815352 -0.659416 -0.1 -0.5 0.1
H 2.029442 -0.056836 1.996250 0.0 -0.1 -0.1
H 2.424311 -1.304921 0.780100 -0.1 0.1 0.2
H 3.654173 -0.214291 1.353104 -0.1 0.4 -0.3
H 1.182506 0.405482 -0.481927 -0.1 0.3 0.2
H 2.494454 2.000123 -1.593067 0.3 0.1 0.0
H 3.999651 1.527156 -0.577375 0.2 0.2 0.0
H -1.700667 0.142999 -0.770868 0.5 0.7 -0.7
H -1.390178 1.047809 0.731808 2.1 1.3 -0.1
H -1.845603 -1.899035 0.526869 0.2 0.0 -1.3
H -4.367000 -0.930927 -1.657575 -0.1 0.1 -0.1
H -4.914931 -0.106641 -0.299414 0.2 0.1 -0.1
H -3.337864 -0.688306 -0.385629 -0.1 0.3 0.1
```
Positions in Å, forces in eV/Å.

## Properties
orbital gap	0.1819	Ha
total charge	+1
energy relative to the best compared isomer or geometry (same formula, charge and spin)	5.972	eV
E_tot	-612.08524	Eh

The following is a quantum chemistry calculation of a cluster of 2 separate species, C25H22N2S2 in total in a non-equilibrium geometry, from the Open Molecules 2025 dataset.

Structure (XYZ):
```
51
Properties=species:S:1:pos:R:3:forces:R:3
C -5.203289 -1.771791 1.446323 0.2 0.0 0.1
C -4.439261 -2.914732 1.738436 -0.1 0.5 -0.1
C -3.055758 -2.871246 1.584788 0.2 0.2 -0.2
C -2.421701 -1.723034 1.054390 -0.7 -0.1 0.3
C -0.978748 -1.700967 0.715345 1.3 1.5 -0.6
N -0.468113 -0.568289 0.348921 -2.5 -1.6 1.2
C 0.663083 0.024915 0.014553 2.2 0.7 -1.0
C 1.182193 0.941857 0.947516 0.2 0.3 0.2
N 1.528504 1.663229 1.807323 -0.3 -0.7 -0.2
C -0.206637 -2.973384 0.849119 0.1 -0.2 -0.5
C -0.741113 -4.140504 0.276453 0.2 0.0 0.2
C -0.113192 -5.366938 0.472741 0.2 0.1 -0.1
C 1.075453 -5.439898 1.210834 -0.3 0.3 -0.1
C 1.621071 -4.265226 1.742895 0.0 -0.1 -0.2
C 1.010731 -3.023097 1.538912 -0.4 -0.4 0.0
C -3.183046 -0.562449 0.835857 -0.6 -0.3 0.1
C -4.569895 -0.585642 1.023818 0.1 -0.6 0.1
H -6.288985 -1.800269 1.602131 0.5 0.1 -0.2
H -4.915976 -3.843681 2.069746 0.2 0.5 0.0
H -2.457779 -3.735374 1.884596 -0.3 0.3 -0.2
H 1.114428 -0.099255 -1.002858 -0.2 0.0 1.2
H -1.672309 -4.070464 -0.294915 0.4 -0.1 0.2
H -0.558622 -6.264676 0.047643 0.2 0.1 0.1
H 1.564966 -6.411630 1.350175 -0.2 0.5 0.0
H 2.535717 -4.329582 2.324346 -0.1 0.1 -0.1
H 1.445671 -2.104419 1.932136 -0.1 -0.3 0.0
H -2.671402 0.350675 0.540218 -0.1 -0.3 -0.1
H -5.165388 0.307188 0.819696 0.2 -0.3 0.1
C -0.550631 1.652626 -4.468282 0.2 -0.1 0.1
C -1.195941 2.332721 -3.419011 0.5 -0.3 0.1
C -0.509499 2.597916 -2.231217 -0.3 0.2 -0.6
C 0.865128 2.303104 -2.120706 0.1 -0.4 0.7
C 1.627729 2.780977 -0.941504 -0.5 0.0 -0.6
S 3.335111 2.560032 -0.951306 0.2 -0.4 0.1
C 3.951732 3.129581 0.662685 0.3 0.0 0.2
C 3.481192 4.513150 1.094593 0.0 -0.2 -0.3
C 1.995362 4.604589 1.322511 -0.7 0.1 0.3
S 0.898168 4.071128 -0.062085 0.0 -0.1 0.4
C 1.457768 1.485399 -3.106305 0.0 0.2 -0.5
C 0.778170 1.218369 -4.301300 -0.5 0.1 0.4
H -1.105746 1.387665 -5.376173 0.3 0.3 0.3
H -2.234161 2.658757 -3.533693 0.3 -0.3 0.1
H -1.054747 3.005301 -1.375688 0.3 0.1 -0.4
H 3.720785 2.370740 1.423146 0.0 0.2 -0.3
H 5.044153 3.178342 0.516757 -0.4 -0.2 -0.1
H 3.984780 4.773496 2.037690 -0.1 0.0 -0.3
H 3.764988 5.238130 0.328327 0.1 0.0 0.1
H 1.677555 4.040338 2.210412 0.2 0.2 -0.4
H 1.715492 5.665995 1.450783 0.0 -0.5 -0.1
H 2.442001 1.039269 -2.934861 -0.2 0.5 -0.2
H 1.279997 0.671054 -5.105921 -0.2 0.1 0.4
```
Positions in Å, forces in eV/Å.

## Properties
orbital gap	0.1573	Ha
total charge	0
energy relative to the best compared isomer or geometry (same formula, charge and spin)	0.932	eV
E_tot	-1871.58601	Eh

The following is a quantum chemistry calculation of the molecule C18H21N3OS in a non-equilibrium geometry, from the Open Molecules 2025 dataset.

Structure (XYZ):
```
44
Properties=species:S:1:pos:R:3:forces:R:3
S -2.198610 -3.007473 -0.102006 0.0 -0.4 0.0
C -2.218070 -1.422678 0.234831 -2.7 3.1 0.5
N -3.581392 -0.759718 0.418478 1.2 -12.9 -1.3
C -3.963343 0.403400 0.795605 -1.7 7.6 -4.0
C -5.470716 0.677837 0.485690 -0.8 -6.6 0.5
C -5.877353 0.374671 -1.043402 -2.6 8.4 4.6
C -5.742332 2.152361 -1.466650 -0.4 -4.2 2.9
C -6.279265 2.725463 -0.005719 0.7 1.7 -4.8
O -5.788481 1.872111 1.018568 -1.5 2.9 -0.8
N -1.191942 -0.451010 0.387897 -3.1 -10.4 -6.0
C 0.084152 -0.721005 0.206925 -4.2 -4.6 -3.2
C 0.877167 0.094183 0.668564 1.3 12.1 8.7
C 2.166359 0.138954 0.724167 5.9 2.2 -0.2
C 2.724326 -0.908616 0.076487 2.0 1.7 -3.5
N 4.078729 -0.796343 -0.352942 1.3 -8.1 0.1
C 5.173787 -0.090541 -0.283329 -1.8 10.8 1.7
C 6.492478 -0.200166 0.123134 -3.7 -7.0 -1.3
C 7.464897 0.640830 0.024002 2.4 3.5 2.7
C 7.116793 1.966223 0.084883 7.3 0.6 -1.6
C 5.922149 2.216786 -0.271372 -7.3 7.6 -0.7
C 4.838058 1.386887 -0.315451 2.3 -2.8 -1.5
C 1.964389 -1.728889 -0.783569 -8.3 10.6 10.4
C 0.562889 -1.681851 -0.605504 3.6 -2.2 -1.3
H -4.431443 -1.647860 0.508777 3.6 3.3 -0.3
H -3.787754 0.827090 1.720158 0.7 0.6 2.5
H -3.472622 1.101205 -0.053572 -0.6 -0.2 2.0
H -6.104881 -0.217670 1.115450 1.6 2.1 -1.2
H -6.902140 0.051413 -1.128010 -0.3 0.1 0.0
H -5.265512 -0.201095 -1.514973 4.0 -3.4 -2.8
H -4.728327 2.233948 -1.907778 -0.7 0.7 0.7
H -6.541856 2.209987 -2.138464 -0.8 0.8 -1.4
H -7.391734 2.823489 -0.258065 1.1 -0.9 1.4
H -5.973851 3.838079 -0.084452 0.1 -1.8 1.5
H -1.589534 0.146286 0.860440 -3.3 8.8 6.2
H 0.494784 1.082745 1.407126 0.1 -2.8 -2.4
H 2.833628 1.127267 0.932277 -1.9 -2.9 0.2
H 4.458050 -1.771015 -0.282742 -0.8 0.4 -0.5
H 6.694692 -1.220085 0.290168 0.9 -1.5 0.5
H 8.370547 0.440013 0.512138 1.7 -1.0 -0.2
H 7.925192 2.732899 -0.074254 -0.9 -0.7 0.8
H 5.626464 3.466725 -0.384136 0.8 -3.6 0.2
H 3.978740 1.853340 -0.722673 -1.2 -0.3 0.0
H 2.368857 -2.350884 -1.218116 7.0 -11.0 -8.3
H 0.043148 -2.511626 -0.975579 -1.1 -0.4 -0.8
```
Positions in Å, forces in eV/Å.

## Properties
orbital gap	0.2927	Ha
total charge	0
energy relative to the best compared isomer or geometry (same formula, charge and spin)	15.982	eV
SMILES	S=C(NC[C@@H]1CCCO1)Nc1ccc(Nc2ccccc2)cc1
E_tot	-1335.67536	Eh

The following is a quantum chemistry calculation of a structure of composition C15H20AuBBrF4NOSe in a non-equilibrium geometry, from the Open Molecules 2025 dataset.

Structure (XYZ):
```
45
Properties=species:S:1:pos:R:3:forces:R:3
Au -0.232175 0.446170 -0.624691 -1.6 0.1 0.4
C 1.127300 -2.603303 6.439273 0.0 0.3 -0.1
C 1.124991 -1.071302 6.433447 0.1 -0.1 0.2
C 0.021074 -0.586220 7.388944 0.1 0.0 -0.2
C 2.488727 -0.587893 6.959161 -0.1 0.0 -0.1
C 0.884902 -0.474389 5.061136 -0.1 -0.1 -0.3
C 0.698710 -1.248665 3.914068 -0.2 -0.1 -0.1
C 0.511823 -0.650975 2.690482 0.5 -0.8 -0.9
Br 0.311403 -1.775131 1.150943 0.2 0.1 0.9
C 0.486853 0.770000 2.502878 -0.5 -0.3 0.4
O 0.346167 1.335328 1.388022 1.2 -0.1 -0.3
C 0.664741 1.563676 3.708354 -0.7 0.2 0.3
C 0.857262 0.922257 4.906340 0.2 0.3 -0.2
C 0.635157 3.073584 3.563802 0.0 0.3 0.1
C 0.860101 3.788307 4.900536 0.0 -0.2 -0.2
C 1.752753 3.508623 2.600730 -0.1 -0.1 0.0
C -0.739018 3.505309 3.023721 0.1 -0.2 -0.1
H 1.308062 -2.957134 7.452764 0.0 0.0 0.0
H 1.915015 -3.002935 5.805049 0.1 -0.1 -0.1
H 0.169314 -3.002885 6.116481 -0.1 -0.1 -0.1
H 0.178873 -1.019135 8.372738 0.0 -0.1 0.1
H -0.957938 -0.893721 7.031592 -0.2 0.0 0.0
H 0.024744 0.494381 7.492254 0.0 0.2 0.0
H 2.677414 -1.027056 7.935108 0.0 -0.1 0.1
H 2.518742 0.491568 7.067034 0.0 0.2 0.0
H 3.289933 -0.889525 6.289621 0.1 0.0 -0.1
H 0.701277 -2.324461 3.960689 0.0 -0.1 0.1
H 1.002009 1.522463 5.788444 0.1 0.1 0.1
H 1.834186 3.546668 5.320063 0.1 0.0 0.1
H 0.086175 3.535022 5.621344 -0.1 0.0 0.1
H 0.823957 4.863403 4.741065 0.0 0.1 0.0
H 2.719879 3.191179 2.986311 0.2 0.0 0.0
H 1.756531 4.590295 2.499027 0.0 0.2 0.1
H 1.609276 3.079082 1.613725 0.1 0.1 0.0
H -1.523294 3.199061 3.713344 -0.1 0.0 0.1
H -0.939918 3.068105 2.050122 -0.1 0.1 0.0
H -0.769840 4.587370 2.922701 0.0 0.1 0.0
Se 4.113923 1.742205 -0.641395 0.6 0.3 0.3
C 2.538238 1.210202 -1.075410 0.1 -0.2 -0.2
N 1.505092 0.800794 -1.458508 -0.2 -0.1 -0.3
F -4.135733 1.118493 -0.939585 -0.6 0.6 0.3
B -3.169409 0.215365 -1.153539 0.7 0.2 -0.2
F -2.302273 0.126066 0.065050 0.6 0.0 0.5
F -3.596827 -1.023785 -1.446658 -0.3 -0.9 -0.1
F -2.209585 0.668496 -2.089274 0.0 0.2 -0.7
```
Positions in Å, forces in eV/Å.

## Properties
orbital gap (alpha / beta)	0.1390 / 0.1296	Ha
total charge	0
energy relative to the best compared isomer or geometry (same formula, charge and spin)	1.246	eV
E_tot	-6249.09344	Eh

The following is a quantum chemistry calculation of the molecule C21H26FN3O2, from the Open Molecules 2025 dataset.

Structure (XYZ):
```
53
Properties=species:S:1:pos:R:3:forces:R:3
C -7.249082 -1.808850 1.280619 0.3 -0.1 -0.3
C -6.714900 -2.200341 -0.094567 -0.4 0.1 0.1
O -5.322652 -2.436495 -0.092694 0.3 -0.1 0.0
C -4.456928 -1.382312 -0.049003 0.2 0.1 0.0
C -4.801146 -0.037841 -0.128317 -0.2 -0.4 0.0
C -3.825350 0.943109 -0.095731 0.2 0.2 0.0
C -2.482783 0.603812 0.017131 -0.5 -0.1 0.0
N -1.453215 1.545257 0.067034 0.2 -0.2 0.0
C -1.524950 2.894139 -0.037070 0.5 0.1 0.1
O -2.540673 3.542962 -0.176000 -0.3 0.2 0.0
C -0.153520 3.557489 0.079675 0.0 0.0 -0.2
C 0.924825 2.919916 -0.801326 0.0 0.2 0.1
N 1.272121 1.568766 -0.373827 0.2 0.0 -0.1
C 1.847863 0.771089 -1.444625 0.0 -0.3 -0.1
C 2.036620 -0.678207 -0.977247 0.0 0.3 -0.4
N 2.884169 -0.733684 0.192156 -0.3 0.1 0.2
C 4.229299 -1.029487 0.069514 0.5 -0.1 0.1
C 4.623138 -2.114971 -0.728688 0.1 0.1 0.0
C 5.941928 -2.495190 -0.857761 0.1 0.0 -0.1
C 6.941545 -1.817898 -0.179159 0.0 0.0 0.0
C 6.592199 -0.751084 0.626254 -0.1 0.0 0.0
C 5.269947 -0.369156 0.735648 0.1 0.0 -0.1
F 5.023851 0.717428 1.521310 -0.1 -0.1 -0.1
C 2.350464 0.104200 1.240883 0.1 0.3 0.2
C 2.162947 1.551107 0.778165 0.0 -0.2 0.2
C -2.138256 -0.745685 0.097523 -0.1 0.1 0.0
C -3.107498 -1.722238 0.064689 -0.2 0.0 0.0
H -6.804631 -0.875866 1.618241 0.0 0.1 0.1
H -7.008126 -2.584575 2.003215 0.0 -0.1 0.1
H -8.328256 -1.690662 1.234803 -0.1 0.0 0.0
H -7.149987 -3.155775 -0.402158 0.0 0.2 0.0
H -6.979978 -1.445231 -0.845147 0.0 -0.1 0.0
H -5.830058 0.271639 -0.221136 -0.1 0.0 0.0
H -4.105214 1.981292 -0.158699 0.0 0.0 0.0
H -0.500600 1.171893 0.084433 -0.1 0.1 0.0
H -0.272463 4.604202 -0.202264 -0.1 -0.1 0.1
H 0.145052 3.527938 1.129675 0.0 0.1 0.0
H 0.544497 2.862220 -1.824835 0.1 0.0 0.0
H 1.814063 3.571234 -0.810987 0.0 -0.1 -0.1
H 1.167253 0.785668 -2.299285 0.0 0.0 0.0
H 2.824127 1.173933 -1.767459 -0.1 0.0 0.0
H 2.466710 -1.257067 -1.792226 -0.1 0.0 0.1
H 1.059852 -1.103495 -0.721041 0.0 0.0 -0.1
H 3.862908 -2.684381 -1.240248 -0.1 0.0 0.0
H 6.189768 -3.338045 -1.485111 0.0 -0.1 -0.1
H 7.973794 -2.114253 -0.272766 0.1 0.0 0.0
H 7.334482 -0.187416 1.169881 0.0 0.1 0.1
H 2.983638 0.062395 2.123942 -0.1 0.0 -0.1
H 1.367994 -0.304701 1.509288 0.0 0.1 0.0
H 1.718457 2.131225 1.587918 0.0 0.0 0.0
H 3.140658 1.994924 0.532036 -0.1 0.0 0.0
H -1.098300 -1.026077 0.190697 0.1 0.0 0.0
H -2.845625 -2.766875 0.124646 0.0 -0.1 0.0
```
Positions in Å, forces in eV/Å.

## Properties
orbital gap	0.3084	Ha
total charge	0
energy relative to the best compared isomer or geometry (same formula, charge and spin)	1.136	eV
SMILES	CCOc1ccc(NC(=O)CCN2CCN(c3ccccc3F)CC2)cc1
E_tot	-1230.43791	Eh

The following is a quantum chemistry calculation of the molecule C4H6ClN3O5 in a non-equilibrium geometry, from the Open Molecules 2025 dataset.

Structure (XYZ):
```
19
Properties=species:S:1:pos:R:3:forces:R:3
C 2.474621 0.710654 1.610499 -0.1 -1.1 1.8
C 2.692906 0.086728 0.296950 0.1 -0.1 -0.6
Cl 4.244837 -0.407997 -0.323448 -0.8 0.4 0.6
N 1.728373 -0.101916 -0.556312 -0.1 -0.6 1.6
O 1.747161 -0.575951 -1.647215 -0.4 -0.7 -1.9
O 0.414791 0.361689 -0.035713 -0.7 1.7 -0.4
N -0.636060 -0.578320 0.243247 0.2 -1.4 0.7
O -0.317838 -1.444075 1.043825 -0.3 0.4 -0.4
C -1.811002 -0.309470 -0.316823 0.9 1.1 -0.7
C -1.973782 0.550191 -1.509008 2.4 3.6 2.0
N -3.015986 -0.937349 0.156119 1.9 -0.6 0.4
O -4.003735 -0.711693 -0.492038 -1.0 -0.1 -0.1
O -2.881071 -1.637617 1.128822 -1.1 -0.5 0.6
H 1.580447 1.286770 1.587790 -0.6 0.6 -0.2
H 3.284462 1.381787 1.921125 0.0 -0.6 0.0
H 2.204238 -0.088859 2.392061 1.0 1.1 -0.9
H -1.061699 1.262480 -1.524594 -1.6 -0.8 0.1
H -2.879400 1.135972 -1.630747 -0.1 -0.3 0.5
H -1.791257 0.016977 -2.344547 0.1 -2.1 -3.0
```
Positions in Å, forces in eV/Å.

## Properties
orbital gap	0.3111	Ha
total charge	0
SMILES	C/C(Cl)=[N+](/[O-])O/[N+]([O-])=C(\C)[N+](=O)[O-]
E_tot	-1156.30070	Eh